1.
# C29H37IN2O9

A cluster of 3 separate species, C29H37IN2O9 in total (the ωB97M-V functional and the def2-TZVPD basis, the Open Molecules 2025 dataset).

The geometry in XYZ format:
```
78
Properties=species:S:1:pos:R:3:lowdin_charge:R:1
C 3.04618 -0.98171 2.40541 -0.11
C 2.00173 -0.61321 3.52880 -0.24
C 0.80138 -1.62409 3.67544 -0.21
C 0.41130 -2.38967 2.35492 -0.14
C -0.01811 -1.48361 1.15876 -0.05
C -0.73864 -0.21204 1.25484 -0.16
O -1.09855 0.31425 2.50074 0.00
C -1.13594 0.59145 0.07616 -0.06
C -1.86999 1.95935 0.35355 -0.12
C -0.74360 2.96206 0.90161 -0.17
C 0.18224 3.49982 -0.26582 -0.06
C 1.63367 3.88899 0.20968 -0.43
O 2.11587 4.88286 -0.28396 0.09
O 2.34271 3.10513 1.11417 -0.04
C 3.68537 2.87129 0.65583 -0.22
C 4.56830 2.19702 1.79959 -0.07
C -0.85006 0.11122 -1.30335 -0.11
C -1.34339 0.97880 -2.49200 -0.14
C -2.93496 0.96612 -2.61487 -0.30
C -3.49686 -0.38497 -3.20241 -0.57
I -4.01757 -1.65653 -1.49356 0.77
C -0.13760 -1.15663 -1.40764 -0.02
C 0.28087 -1.94211 -0.21750 0.00
C 1.00548 -3.27660 -0.52337 -0.27
O 0.91801 -4.29016 0.13965 0.09
C 1.89110 -3.36249 -1.81514 -0.06
C 3.10840 -4.15033 -1.91566 0.00
C 3.82883 -4.18527 -3.19955 -0.06
C 3.36827 -3.45430 -4.39085 -0.06
C 2.16131 -2.62807 -4.25859 -0.01
C 1.46171 -2.60355 -2.98915 -0.07
C 0.17604 -1.73769 -2.82610 -0.26
O -0.53804 -1.58473 -3.79642 0.07
H 3.25914 -2.08434 2.38273 0.08
H 4.01317 -0.48304 2.68153 0.06
H 2.64803 -0.59083 1.43228 0.08
H 2.56402 -0.64778 4.51004 0.10
H 1.62354 0.44841 3.46121 0.11
H 1.13015 -2.40969 4.41990 0.11
H -0.12867 -1.17618 4.11371 0.10
H -0.44471 -3.10389 2.53704 0.13
H 1.31183 -2.99510 2.05898 0.09
H -1.91034 -0.14585 2.78626 0.13
H -2.26374 2.42842 -0.57739 0.09
H -2.68498 1.80508 1.11058 0.13
H -0.06812 2.38713 1.59768 0.10
H -1.21251 3.76915 1.51839 0.11
H -0.32608 4.36127 -0.75624 0.11
H 0.34218 2.62196 -0.95946 0.12
H 4.23009 3.81333 0.37160 0.12
H 3.73967 2.21098 -0.25764 0.13
H 5.58739 2.67164 1.75414 0.08
H 4.71981 1.13307 1.48249 0.05
H 4.09380 2.28689 2.80884 0.09
H -0.93700 0.68879 -3.48992 0.11
H -1.07459 2.06672 -2.35381 0.10
H -3.25532 1.80726 -3.30029 0.12
H -3.44304 1.16131 -1.63885 0.06
H -2.81050 -0.91249 -3.90478 0.04
H -4.45527 -0.16227 -3.74980 0.05
H 3.48107 -4.74522 -1.04770 0.11
H 4.76735 -4.78044 -3.33965 0.10
H 3.89245 -3.50311 -5.37500 0.10
H 1.76330 -2.05036 -5.12894 0.12
C -3.43699 -5.87006 1.02295 0.04
N -4.41757 -4.75194 1.03123 -0.45
O -4.20069 -3.82430 1.79084 0.04
O -5.36598 -4.84880 0.27577 0.04
H -2.65064 -5.65022 1.73941 0.09
H -3.97087 -6.77616 1.30079 0.10
H -3.03227 -5.94332 0.01586 0.10
C -2.82463 7.36270 0.66818 0.05
N -3.27552 5.94589 0.62815 -0.44
O -4.23255 5.64199 1.31194 0.08
O -2.64811 5.19035 -0.09115 0.05
H -3.47031 7.91525 1.34463 0.09
H -1.79617 7.36950 1.02310 0.10
H -2.89525 7.75776 -0.34281 0.10
```

The multiplicity is 1. As for the SMILES: CCCCc1c(O)c(CCCC(=O)OCC)c(CCCI)c2c1C(=O)c1ccccc1C2=O.C[N+](=O)[O-].C[N+](=O)[O-]. Its max |F| is 2.9 eV/A. Its LUMO energy is -0.643 eV. The value obtained for the molar mass is 684.52 u. The calculation puts the frontier orbital gap at 7.95 eV.



2.
# C29H37MgN5O

A structure of composition C29H37MgN5O (the ωB97M-V functional and the def2-TZVPD basis, the Open Molecules 2025 dataset).

The geometry in XYZ format:
```
73
Properties=species:S:1:pos:R:3:lowdin_charge:R:1
Mg 0.67469 0.15100 0.62118 0.37
N 1.17664 1.27870 4.23863 0.03
N -1.86335 0.52956 1.28007 -0.03
C 1.36423 -1.61087 -0.79519 -0.28
C 1.02020 -2.12451 0.50019 -0.29
C 1.97380 -1.60274 1.43781 -0.31
C 2.03572 -1.86436 2.90229 -0.10
H 1.31805 -2.64178 3.18916 0.07
H 1.80767 -0.95657 3.48543 0.03
H 3.04564 -2.20230 3.17640 0.07
C 2.90291 -0.78832 0.72061 -0.29
C 4.15398 -0.22359 1.28855 -0.07
H 4.97317 -0.95654 1.21183 0.07
H 4.03304 0.02107 2.35319 0.07
H 4.46495 0.68111 0.74991 0.06
C 2.51733 -0.77831 -0.65101 -0.29
C 3.26524 -0.12254 -1.75472 -0.06
H 3.63116 0.86812 -1.45048 0.06
H 2.63142 0.00576 -2.64064 0.06
H 4.13975 -0.71969 -2.05758 0.07
C -0.01350 -3.15492 0.78625 -0.06
H 0.42110 -4.16439 0.69602 0.07
H -0.84957 -3.08703 0.07679 0.05
H -0.41305 -3.05019 1.80365 0.07
C 0.72775 -2.00544 -2.08042 -0.05
H 0.77852 -1.18714 -2.81156 0.06
H -0.33119 -2.25140 -1.93142 0.06
H 1.22143 -2.88735 -2.52247 0.08
C 1.53279 2.33319 4.91990 -0.22
H 2.31083 2.08131 5.61321 0.08
C 0.95860 3.58548 4.70893 -0.16
H 1.37354 4.38300 5.30890 0.06
C -0.08664 3.77629 3.81078 -0.14
H -0.51750 4.76527 3.66437 0.07
C -0.56798 2.67346 3.09875 -0.03
H -1.37927 2.74646 2.35576 0.09
C 0.14329 1.44313 3.36838 -0.34
C 0.33268 0.13809 2.62511 -0.11
H -0.44105 -0.72568 3.20638 0.12
C -1.58978 0.27485 0.10194 -0.23
C -3.15004 0.30072 1.52732 -0.16
H -3.39867 0.40265 2.57593 0.09
C -3.79184 -0.00833 0.34623 -0.10
H -4.83183 -0.13242 0.15072 0.08
N -2.74901 -0.01474 -0.59252 -0.04
C -2.73055 -0.48326 -1.89575 -0.16
C -3.36609 -1.69333 -2.12668 -0.21
C -3.37326 -2.13289 -3.44678 -0.02
H -3.89017 -3.06745 -3.66004 0.10
C -2.73960 -1.40612 -4.45557 -0.29
C -2.82142 -1.86564 -5.87371 -0.08
H -1.90520 -1.61027 -6.41242 0.07
H -3.66027 -1.39371 -6.39958 0.07
H -2.97028 -2.94672 -5.91253 0.07
C -2.03357 -0.24067 -4.14162 -0.02
H -1.50995 0.32727 -4.91197 0.11
C -1.98655 0.23836 -2.83642 -0.20
C -1.22379 1.47600 -2.48902 -0.06
H -1.77077 2.17741 -1.84295 0.09
H -1.00250 1.99607 -3.43530 0.07
H -0.25157 1.25980 -2.01026 0.07
C -3.93942 -2.51135 -1.01944 -0.05
H -4.80572 -2.04464 -0.52944 0.06
H -3.20207 -2.79139 -0.24523 0.09
H -4.28868 -3.44691 -1.48055 0.07
N 2.77447 2.91273 1.79415 0.20
C 2.06303 2.96673 0.64445 -0.67
N 2.13860 4.11698 -0.05812 0.09
O 1.38056 2.00630 0.18767 -0.06
H 3.25096 3.74775 2.11592 0.00
H 2.69355 2.12057 2.42368 0.09
H 1.56461 4.19914 -0.88821 0.04
H 2.64979 4.91116 0.29315 -0.07
```

The multiplicity is 1. Its max |F| is 6.3 eV/A. The charge is -2. Its LUMO energy (spin up / spin down) is 3.548 / 4.252 eV. The value obtained for the molar mass is 495.95 u. The calculation puts the frontier orbital gap (spin up / spin down) at 1.05 / 4.02 eV.



3.
# C29H38As2F3MnN6O3

A structure of composition C29H38As2F3MnN6O3 (the ωB97M-V functional and the def2-TZVPD basis, the Open Molecules 2025 dataset).

The geometry in XYZ format:
```
82
Properties=species:S:1:pos:R:3:lowdin_spin:R:1
Mn -0.24763 0.10277 1.53653 4.40
N -3.14553 0.31687 0.94193 0.02
C -3.85533 0.08167 2.18533 0.00
C -2.92133 0.26407 3.40113 0.01
O -3.39943 0.35687 4.53583 0.02
N -1.64803 0.28667 3.06383 0.04
C -0.65643 0.43917 4.09143 0.01
C 0.61337 0.39427 3.26773 0.02
O 1.10907 -0.72513 3.00033 0.08
O 1.06297 1.47807 2.79913 0.09
H -2.95273 1.31037 0.82983 0.00
H -3.67253 -0.00043 0.13713 0.00
H -4.21633 -0.95253 2.20363 0.00
H -4.73433 0.73497 2.32923 0.00
H -0.68753 -0.37943 4.82833 0.00
H -0.75503 1.39497 4.63263 0.00
C 3.34607 -0.26233 -0.93967 0.02
As 2.30437 0.42247 0.63863 0.04
C 3.82047 0.36387 1.90543 0.01
C 2.42567 2.34657 0.21983 0.00
C 3.64677 2.86597 -0.20487 0.00
C 3.82397 4.20977 -0.47157 0.00
C 2.76637 5.08087 -0.28397 0.00
C 1.55237 4.58537 0.15383 0.00
C 1.35497 3.22667 0.39353 0.00
As -0.44403 2.65687 0.95213 0.04
C -1.40413 3.66427 -0.50587 0.02
C -0.70623 3.96697 2.41163 0.01
H 2.79267 -0.02553 -1.84567 0.00
H 3.40437 -1.34943 -0.84687 0.00
H 4.36077 0.12407 -1.03207 0.00
H 4.72797 0.81757 1.50353 0.00
H 4.01757 -0.67723 2.17053 0.00
H 3.51647 0.89547 2.80423 0.00
H 4.48537 2.19347 -0.33917 0.00
H 4.78157 4.57507 -0.82107 0.00
H 2.88987 6.13727 -0.48127 0.00
H 0.73067 5.27527 0.31833 0.00
H -1.30643 4.74947 -0.45857 0.00
H -2.46293 3.40297 -0.46697 0.00
H -1.00263 3.30557 -1.45297 0.00
H 0.21477 4.00297 2.99253 0.00
H -1.50503 3.60407 3.06153 0.00
H -0.96503 4.96487 2.05143 0.00
F 0.17627 -0.80943 -7.99707 0.00
C -0.55543 0.15447 -7.40787 0.00
F -1.82203 -0.02133 -7.86997 0.00
F -0.14723 1.31687 -7.98057 0.00
C -0.46993 0.16697 -5.92697 0.01
C -1.19193 1.13527 -5.21737 0.00
C -1.14513 1.16187 -3.84747 0.00
C -0.37133 0.22747 -3.13087 0.00
C 0.35257 -0.73503 -3.86257 0.01
C 0.30487 -0.76823 -5.23357 0.00
C -0.38243 0.19337 -1.72687 0.03
C -0.56013 -0.02573 -0.52967 0.04
H -1.78113 1.85837 -5.76507 0.00
H -1.71143 1.89827 -3.29587 0.00
H 0.94297 -1.45893 -3.31887 0.00
H 0.86537 -1.51143 -5.78257 0.00
C -1.76533 -2.69003 0.51393 0.00
N -1.81053 -4.13123 0.28023 0.00
C -0.59273 -4.52573 -0.41767 0.00
N 0.60347 -4.19163 0.34643 0.00
C 0.61317 -2.75083 0.56993 0.00
N -0.58183 -2.28613 1.29623 0.05
C -0.63923 -3.01733 2.57343 0.00
N -0.66983 -4.46493 2.38073 0.00
C -1.83423 -4.80123 1.57483 0.00
C 0.52097 -4.85713 1.64093 0.00
H -2.65723 -2.38273 1.06353 0.00
H -1.74563 -2.16703 -0.44537 0.00
H -0.55343 -4.01353 -1.38277 0.00
H -0.61163 -5.60803 -0.58637 0.00
H 0.64587 -2.24053 -0.40017 0.00
H 1.50417 -2.48573 1.15253 0.00
H -1.54203 -2.71423 3.11223 0.00
H 0.23967 -2.76323 3.17033 0.00
H -2.73553 -4.49513 2.11343 0.00
H -1.85733 -5.88613 1.41623 0.00
H 0.50147 -5.94103 1.47953 0.00
H 1.40357 -4.59563 2.23043 0.00
```

The multiplicity is 6. Its max |F| is 4.7 eV/A. The charge is -1. Its LUMO energy (spin up / spin down) is 2.555 / 2.542 eV. The value obtained for the molar mass is 780.44 u. The calculation puts the frontier orbital gap (spin up / spin down) at 7.01 / 7.95 eV.